7
Properties=species:S:1:pos:R:3 method="wB97M-V/def2-TZVPD" charge=+3 homo_lumo_gap_ev=5.993 spin_multiplicity=1 relative_energy_kcal_mol=0.0
O 1.988 -0.253 -0.003
C 2.633 -0.949 0.623
O -1.696 1.040 0.597
O -0.647 -0.158 -1.009
C -1.467 -0.005 -0.159
O -1.742 -0.456 1.028
Al 0.932 0.782 -1.078

***

15
Properties=species:S:1:pos:R:3 method="wB97M-V/def2-TZVPD" homo_lumo_gap_ev="4.898 / 9.860" spin_multiplicity=2 relative_energy_kcal_mol=0.2
N -0.029 -0.024 -0.179
S 0.562 0.940 -1.411
O 1.954 1.263 -0.910
C -0.416 2.446 -0.861
F -0.049 2.845 0.342
F -1.705 2.154 -0.861
F -0.173 3.413 -1.734
S -0.622 -1.474 -0.542
O -0.175 -2.301 0.596
O -0.446 -1.907 -1.920
C -2.462 -1.250 -0.311
F -2.701 -0.705 0.865
F -2.925 -0.466 -1.267
F -3.031 -2.439 -0.379
Ba 1.973 -0.552 1.873

***

Please write out number 2 again, unchanged.
15
Properties=species:S:1:pos:R:3 method="wB97M-V/def2-TZVPD" homo_lumo_gap_ev="4.898 / 9.860" spin_multiplicity=2 relative_energy_kcal_mol=0.2
N -0.029 -0.024 -0.179
S 0.562 0.940 -1.411
O 1.954 1.263 -0.910
C -0.416 2.446 -0.861
F -0.049 2.845 0.342
F -1.705 2.154 -0.861
F -0.173 3.413 -1.734
S -0.622 -1.474 -0.542
O -0.175 -2.301 0.596
O -0.446 -1.907 -1.920
C -2.462 -1.250 -0.311
F -2.701 -0.705 0.865
F -2.925 -0.466 -1.267
F -3.031 -2.439 -0.379
Ba 1.973 -0.552 1.873